Arrangement P

Below is the molecule C3H8N2OS, with properties calculated with the ωB97M-V functional and the def2-TZVPD basis.

Calculated values
SMILES string: N/N=C/SCCO
E_LUMO (eV): 0.9
HOMO-LUMO gap (eV): 8.8

Cartesian coordinates (Å):
S  -0.47  -1.30  -1.33
N  -1.10  2.53  -0.92
H  -2.15  0.33  -1.78
C  0.62  -1.12  1.21
H  -2.11  2.54  -0.97
C  -1.14  0.29  -1.37
C  0.94  -1.10  -0.28
H  1.42  -0.14  -0.53
H  -0.76  3.06  -0.17
H  0.17  -2.05  1.54
H  -0.15  -0.33  1.37
H  1.76  -1.30  2.79
O  1.85  -0.86  1.91
H  1.63  -1.89  -0.58
N  -0.51  1.33  -0.89

***

Arrangement Q

Below is the molecule C3H8N2OS, with properties calculated with the ωB97M-V functional and the def2-TZVPD basis.

Calculated values
E_LUMO (eV): 0.7
HOMO-LUMO gap (eV): 9.5

Cartesian coordinates (Å):
H  -1.36  1.21  -1.63
C  1.31  -1.17  0.42
H  -2.64  1.52  0.16
N  0.29  2.01  0.62
H  -2.52  0.05  0.79
H  0.55  -1.83  0.03
C  -1.11  0.46  -0.88
S  1.83  0.16  -0.68
H  0.99  -0.74  1.36
H  -1.03  -0.52  -1.32
O  2.98  0.99  -0.09
H  1.30  2.24  0.84
N  -2.28  0.63  -0.06
H  2.20  -1.90  0.71
C  0.28  1.08  -0.19

***

Arrangement R

Below is the molecule C3H8N2OS, with properties calculated with the ωB97M-V functional and the def2-TZVPD basis.

Calculated values
SMILES string: NC(=O)[C@@H](N)CS
E_LUMO (eV): 0.7
HOMO-LUMO gap (eV): 9.9

Cartesian coordinates (Å):
H  1.96  2.13  1.68
C  1.11  0.77  0.33
N  1.24  1.45  1.50
H  -2.19  -1.69  -1.63
H  -0.23  0.14  -1.97
H  1.01  -0.91  -1.64
H  -1.57  0.02  1.47
N  -1.27  0.32  0.55
C  0.01  -0.30  0.16
H  0.76  1.19  2.33
O  1.87  1.01  -0.59
H  -1.99  -0.06  -0.04
S  -0.94  -2.19  -1.63
C  -0.01  -0.70  -1.31
H  0.23  -1.17  0.78

***

What should be chosen as the most stable of them? Choose arrangement R.

***

Arrangement P

Below is the molecule C21H25F3N2O2, with properties calculated with the ωB97M-V functional and the def2-TZVPD basis.

Calculated values
SMILES string: CCOc1cc(CN2CCN(c3cccc(C(F)(F)F)c3)CC2)ccc1OC
E_LUMO (eV): 0.6
HOMO-LUMO gap (eV): 8.5

Cartesian coordinates (Å):
H  -1.64  -2.77  -5.85
H  -2.53  -6.21  -0.23
H  -0.07  2.36  0.01
F  3.87  5.65  -0.49
C  -1.91  -2.94  -3.16
C  -2.36  -1.65  -3.36
C  -1.52  -2.42  -0.84
N  -0.75  -0.19  0.84
F  2.30  6.78  0.43
C  3.42  6.08  0.71
C  0.53  0.95  2.60
C  -0.84  0.55  2.09
F  4.32  6.96  1.15
H  -3.30  -3.29  -5.46
C  2.60  2.85  3.34
H  -1.58  -5.98  1.24
H  -2.69  -1.33  -4.33
H  1.26  -0.38  0.32
O  -1.02  -4.62  -1.79
H  -0.11  -6.06  -0.77
H  0.18  0.08  -1.00
C  -1.47  -3.34  -1.88
C  1.99  2.87  2.08
N  1.14  1.88  1.68
H  -1.45  1.46  1.98
H  3.91  3.80  4.72
H  -1.34  -0.09  2.83
C  -1.90  -5.51  0.32
C  3.75  4.92  2.91
H  -2.48  -4.63  0.55
C  -2.25  -3.58  -5.43
H  1.15  0.06  2.74
C  3.46  3.85  3.75
C  2.29  3.95  1.24
C  0.40  0.24  0.05
H  4.42  5.70  3.22
H  -1.19  -2.68  0.15
C  -2.39  -0.75  -2.31
H  -2.27  0.84  -0.24
H  -2.10  -4.49  -6.02
H  -2.75  0.26  -2.49
C  3.16  4.95  1.66
H  -2.78  -0.49  0.82
H  2.42  2.02  4.01
C  -1.97  -1.12  -1.05
H  1.62  1.96  -0.35
O  -1.83  -3.91  -4.13
C  0.77  1.71  0.29
H  0.41  1.44  3.57
H  -0.01  -4.47  0.01
C  -2.00  -0.17  0.11
H  1.84  4.04  0.27
C  -0.68  -5.15  -0.53

***

Arrangement Q

Below is the molecule C21H25F3N2O2, with properties calculated with the ωB97M-V functional and the def2-TZVPD basis.

Calculated values
SMILES string: CCOc1cc(CN2CCN(c3cccc(C(F)(F)F)c3)CC2)ccc1OC
E_LUMO (eV): 0.7
HOMO-LUMO gap (eV): 8.3

Cartesian coordinates (Å):
N  0.43  -1.21  0.36
C  -3.49  -0.86  1.89
H  2.36  1.60  -3.33
H  -5.02  -1.69  -1.00
H  4.57  -0.49  -0.29
H  -0.79  0.20  -0.56
H  -7.34  0.29  1.95
C  -2.21  -1.29  1.55
C  5.47  1.24  -1.11
C  0.90  -0.17  -1.88
C  4.08  3.53  -3.75
C  2.43  -1.77  -1.00
C  -2.93  -2.00  -0.61
H  -1.29  1.58  4.31
C  1.82  -1.61  0.41
C  -4.21  -1.58  -0.29
C  4.46  0.31  -1.00
F  2.85  4.09  -3.71
H  1.89  -2.55  -1.54
H  -3.32  0.27  4.93
C  0.27  -0.03  -0.47
C  -2.02  1.30  3.55
H  -0.25  -3.13  0.68
H  -2.71  2.13  3.40
C  -6.29  0.10  2.16
C  -0.50  -2.28  0.04
F  4.26  3.11  -5.02
C  -2.79  0.06  4.00
C  -4.52  -1.01  0.94
C  4.23  2.42  -2.76
C  -1.92  -1.85  0.32
H  6.35  1.14  -0.49
O  -5.83  -0.67  1.07
H  6.16  3.04  -2.05
H  -5.76  1.06  2.22
H  3.47  -2.07  -0.94
C  3.29  0.41  -1.78
H  -0.43  -2.62  -1.01
H  0.79  0.76  -2.41
H  -2.73  -2.43  -1.58
C  3.21  1.49  -2.67
H  2.36  -0.83  0.95
O  -3.81  -0.32  3.11
F  4.95  4.53  -3.56
H  -1.50  1.11  2.61
H  -6.19  -0.43  3.11
N  2.30  -0.54  -1.76
C  5.38  2.31  -1.98
H  -1.40  -1.19  2.26
H  1.91  -2.54  0.97
H  0.77  0.80  0.04
H  0.38  -0.96  -2.44
H  -2.10  -0.78  4.19

***

What should be chosen as the most stable of them? Choose arrangement P.